# 1
25
Properties=species:S:1:pos:R:3:mulliken_charge:R:1 method="wB97M-V/def2-TZVPD" homo_lumo_gap_ev="6.9 / 8.8" e_above_lowest_kj_mol=751.9 charge=+2
C -5.29511 0.70520 -0.13778 0.80
C -3.36294 -0.79155 -0.05121 0.62
C -6.26457 1.53611 -0.10988 -0.94
C -0.58480 1.35470 0.09925 -0.20
C -3.70323 -2.21032 0.06426 -1.09
C 5.09260 0.23325 0.03433 -0.82
C 2.57851 0.46522 -0.02840 -0.84
N -4.23788 0.14786 0.03810 -0.09
N -2.05101 -0.48178 -0.03888 0.21
N -1.66155 0.78236 -0.13427 -0.53
N 3.82337 1.06407 0.15873 -0.12
H -6.23167 2.67456 -0.22678 0.27
H -7.36047 1.38853 -0.17257 0.28
H -0.17236 2.29660 0.15544 0.39
H -4.79230 -2.57162 -0.27796 0.34
H -3.72330 -2.65017 1.01678 0.34
H -3.00149 -2.88148 -0.63288 0.30
H 6.07774 0.71797 0.03295 0.35
H 5.03332 -0.50211 0.86436 0.37
H 4.87743 -0.48568 -0.67774 0.39
H 2.06479 -0.22519 0.54553 0.45
H 2.05858 0.64937 -0.92260 0.41
H -1.35370 -1.11128 -0.40643 0.34
H 3.71064 1.53387 1.14580 0.43
H 3.84195 1.81818 -0.45404 0.36

=====

# 2
25
Properties=species:S:1:pos:R:3:mulliken_charge:R:1 method="wB97M-V/def2-TZVPD" homo_lumo_gap_ev=9.5 e_above_lowest_kj_mol=350.9 charge=+2
C 0.94241 -1.10721 2.08366 -0.09
C 0.09555 1.04889 0.55694 0.48
C 1.37262 1.04989 1.20355 0.65
C -0.89192 1.92641 0.36003 -1.08
C -1.27853 0.05548 -2.02492 -1.14
C -0.92943 -2.28067 -1.18600 -1.31
C -0.38462 -0.82197 -1.15157 0.08
N 0.05710 -1.39279 1.23565 -0.86
N 1.64786 0.06412 2.00234 -0.14
N 2.24470 2.03002 0.89086 -0.34
N -0.40158 -0.48000 0.32570 0.57
H 1.30656 -1.81522 2.88452 0.39
H -1.92894 1.69066 0.13246 0.39
H -0.79857 3.10934 0.34038 0.30
H -1.07286 1.22597 -1.90910 0.34
H -1.31666 -0.05093 -3.13414 0.41
H -2.41952 -0.14480 -1.75460 0.34
H -1.86274 -2.29607 -0.85152 0.48
H -0.33853 -3.11897 -0.67414 0.35
H -0.85183 -2.47174 -2.28022 0.43
H 0.61880 -0.76116 -1.56745 0.27
H 2.62554 0.05296 2.54146 0.39
H 1.92918 2.71646 0.27164 0.23
H 3.09454 2.28893 1.36928 0.25
H -1.45913 -0.51759 0.33520 0.61

=====

# 3
25
Properties=species:S:1:pos:R:3:mulliken_charge:R:1 method="wB97M-V/def2-TZVPD" homo_lumo_gap_ev="8.3 / 8.3" e_above_lowest_kj_mol=471.5 charge=+2
C -1.99630 0.59201 0.91005 -0.22
C 0.29355 -1.10143 0.91381 0.07
C -1.11087 -1.61881 0.99926 0.81
C 1.47162 -1.46645 1.40733 -0.47
C 1.61622 0.26833 -1.74642 -1.35
C 0.56140 2.65043 -1.37206 -1.16
C 0.48549 1.08263 -1.22233 0.53
N -1.01603 1.22827 0.48766 -0.76
N -2.16409 -0.74303 1.24697 -0.10
N -1.35327 -2.97678 0.91737 -0.31
N 0.14951 0.79951 0.13776 0.37
H -2.90954 1.22854 1.17889 0.39
H 2.53786 -1.00183 1.32536 0.32
H 1.34231 -2.41408 1.95076 0.26
H 1.41803 -0.77414 -1.56882 0.38
H 2.02168 0.45871 -2.76645 0.37
H 2.48252 0.49345 -1.05670 0.31
H 1.49140 3.00594 -0.80850 0.34
H -0.40594 3.15633 -0.89178 0.34
H 0.66552 2.99890 -2.42566 0.40
H -0.35528 0.77685 -1.75897 0.16
H -3.12273 -1.03990 1.24861 0.32
H -0.54648 -3.63212 0.97932 0.28
H -2.26359 -3.34136 1.03011 0.25
H 0.70703 1.37003 0.88442 0.46